Computed, not measured: one molecule with the formula C21H18N2O2S2 at a distorted geometry, with ωB97M-V with the def2-TZVPD basis set.

Atoms and positions in Å:
C1 1.2275 2.2970 -0.2716
C2 1.1054 1.1359 0.6644
C3 -0.1750 0.8299 1.2239
C4 -1.3933 1.3314 0.9138
S1 -1.8322 2.5509 -0.2671
C5 -3.5394 2.1792 -0.1266
S2 -4.7347 2.8758 -0.9825
N1 -3.7250 1.2064 0.8211
N2 -4.9084 0.5090 0.9033
C6 -5.0057 -0.8072 0.5026
O1 -6.0137 -1.4364 0.6935
C7 -3.7491 -1.3024 -0.1335
C8 -3.0078 -2.2917 0.5012
C9 -1.7614 -2.6378 0.0152
C10 -1.2357 -2.0198 -1.1138
C11 0.1500 -2.3392 -1.5842
C12 -2.0134 -1.0803 -1.7799
C13 -3.2577 -0.7205 -1.2973
C14 -2.5957 0.7424 1.4997
O2 -2.6489 -0.0510 2.4073
C15 2.1501 0.3542 1.0361
C16 3.5137 0.3912 0.5427
C17 3.8265 0.6202 -0.7998
C18 5.1423 0.6294 -1.2223
C19 6.1702 0.4178 -0.3182
C20 5.8733 0.1675 1.0127
C21 4.5601 0.1383 1.4359
H1 0.8082 2.0584 -1.2484
H2 0.6745 3.1470 0.1249
H3 2.2669 2.5883 -0.3940
H4 -0.2082 0.0398 1.9667
H5 -5.6926 0.9385 1.3800
H6 -3.3992 -2.7552 1.3931
H7 -1.1806 -3.3901 0.5284
H8 0.8728 -1.7213 -1.0482
H9 0.2566 -2.1399 -2.6477
H10 0.3942 -3.3814 -1.3933
H11 -1.6367 -0.6123 -2.6781
H12 -3.8496 0.0135 -1.8260
H13 1.9724 -0.3836 1.8101
H14 3.0340 0.7445 -1.5210
H15 5.3674 0.7998 -2.2648
H16 7.1971 0.4343 -0.6508
H17 6.6699 -0.0127 1.7192
H18 4.3308 -0.0579 2.4734

Computed properties:
**Molar mass**: 394.52 g/mol
**Charge**: 0
**Highest occupied orbital energy**: -0.306 Ha
**SMILES**: CC(/C=C1\SC(=S)N(NC(=O)c2ccc(C)cc2)C1=O)=C\c1ccccc1
**Maximum force**: 1.3 eV/Å

Löwdin population analysis, charges in e, atoms 1 to 8: number 1, C, carries -0.07; number 2, C, carries -0.26; number 3, C, carries -0.03; number 4, C, carries -0.39; number 5, S, carries 1.04; number 6, C, carries -1.11; number 7, S, carries 0.67; number 8, N, carries -0.12